22
Properties=species:S:1:pos:R:3 method="wB97M-V/def2-TZVPD" charge=0 e_homo_ev=-10.08 orbital_gap_ev=10.73
O -1.009 1.274 2.085
O -0.590 -0.908 2.702
N 0.197 -1.847 0.425
C 0.594 -0.457 -2.759
C -0.107 -0.295 0.473
C 1.613 1.183 -1.488
C -0.706 0.139 1.854
C -0.695 0.520 -0.682
C 0.166 0.738 -1.876
H -0.092 -1.671 2.273
H 1.285 -0.067 -3.480
H 1.780 1.934 -0.678
H -1.675 0.126 -1.093
H 0.929 0.161 0.501
H -0.333 1.548 -2.406
H -0.839 1.423 -0.135
H 2.238 0.324 -1.253
H 0.792 -1.267 -2.070
H -0.276 -0.718 -3.489
H 0.940 -2.099 -0.227
H 2.127 1.644 -2.381
H -0.662 -2.297 0.035

=====

22
Properties=species:S:1:pos:R:3 method="wB97M-V/def2-TZVPD" charge=0 e_homo_ev=-9.53 orbital_gap_ev=10.23
O -1.148 3.125 -0.060
O -0.693 2.033 -2.014
N -0.366 0.773 1.400
C 0.267 1.216 0.144
C -0.615 -2.120 0.620
C 1.841 -0.723 -0.006
C -0.577 2.103 -0.780
C 0.559 -0.082 -0.595
C -0.527 -1.215 -0.688
H 1.209 1.676 0.345
H -1.072 -1.623 1.564
H 0.739 0.251 -1.607
H 0.369 -2.479 0.966
H 1.946 -1.724 -0.477
H -0.147 -1.752 -1.562
H 1.727 -0.935 1.075
H -1.362 -2.845 0.391
H 2.802 -0.298 -0.277
H -1.560 -0.799 -0.905
H -0.889 1.567 1.900
H -1.073 0.086 1.290
H -1.431 3.765 -0.725

=====

22
Properties=species:S:1:pos:R:3 method="wB97M-V/def2-TZVPD" charge=0 e_homo_ev=-9.12 orbital_gap_ev=9.93
O 0.166 0.384 -1.502
O -0.881 -0.242 0.406
N 2.511 0.283 -0.165
C -0.897 1.560 0.321
C 0.056 -2.005 -0.916
C 1.639 -0.966 1.687
C 1.536 -0.355 0.322
C -2.287 1.870 -0.134
C 0.176 -0.574 -0.377
H -0.736 1.599 1.398
H -2.383 1.788 -1.217
H 0.910 -2.257 -1.545
H 1.720 -2.053 1.598
H 2.521 -0.583 2.196
H -2.507 2.907 0.141
H 2.302 0.652 -1.094
H -3.002 1.201 0.334
H -0.868 -2.103 -1.489
H -0.115 2.158 -0.132
H 0.746 -0.745 2.272
H 0.008 -2.692 -0.074
H -0.615 0.173 -2.030

=====

22
Properties=species:S:1:pos:R:3 method="wB97M-V/def2-TZVPD" charge=0 e_homo_ev=-9.01 orbital_gap_ev=9.29
O 2.313 -0.868 0.914
O -2.420 -1.096 -0.254
N -2.926 0.069 0.248
C 0.350 -1.887 -0.453
C 0.128 1.440 0.640
C 1.045 -0.668 0.125
C 1.358 0.427 -1.029
C 1.135 1.832 -0.355
C 0.096 0.170 1.027
H -0.504 -0.363 1.788
H 0.549 0.164 -1.688
H 2.377 0.366 -1.371
H 0.568 2.566 -0.986
H -2.548 0.363 1.148
H 0.584 -2.187 -1.382
H -0.503 2.064 1.238
H 2.986 -1.444 0.508
H -3.971 0.226 0.221
H -0.719 -1.710 -0.434
H -2.468 0.988 -0.336
H 2.055 2.221 0.082
H 0.515 -2.674 0.347

=====

23
Properties=species:S:1:pos:R:3 method="wB97M-V/def2-TZVPD" charge=0 e_homo_ev=-9.76 orbital_gap_ev=10.44
Si 4.356 0.701 0.193
O 3.478 -0.752 0.312
O 2.089 -2.329 -0.130
N 1.018 -0.426 -0.978
C -0.110 -0.022 -0.059
C 0.598 0.961 -0.930
C -1.489 -0.579 -0.462
C 2.261 -1.143 -0.161
C -1.622 -1.938 0.214
C -2.600 0.237 -0.014
H -2.393 1.208 -0.454
H 1.142 1.816 -0.543
H -1.536 -0.649 -1.560
H -2.213 -2.521 -0.433
H 4.013 1.574 1.298
H 5.698 0.200 0.436
H -0.639 -2.544 0.398
H 0.071 -0.068 0.957
H -2.530 0.473 1.072
H -2.144 -1.799 1.064
H 4.003 1.404 -1.022
H -3.609 -0.182 -0.487
H 0.137 1.125 -1.804

=====

23
Properties=species:S:1:pos:R:3 method="wB97M-V/def2-TZVPD" charge=0 e_homo_ev=-8.93 orbital_gap_ev=9.35
O 0.926 0.779 -0.588
O -1.572 -2.049 -2.207
O -2.476 -3.625 -0.807
N -2.041 0.383 -0.129
C -0.983 0.182 0.849
C 2.144 0.820 0.195
C 0.351 -0.224 0.272
C 2.488 2.208 0.676
C -2.614 -2.682 -1.559
C 1.562 -0.178 1.212
H -1.300 -0.599 1.557
H 1.351 0.261 2.196
H -1.917 -1.369 -2.919
H -3.600 -2.450 -2.015
H 1.659 2.633 1.260
H -0.835 1.085 1.463
H -2.171 0.280 -1.128
H 2.703 2.872 -0.174
H 3.385 2.164 1.312
H 2.976 0.401 -0.394
H 0.246 -1.176 -0.273
H 2.110 -1.118 1.331
H -2.391 1.400 -0.129